No. 1
{"formula": "C31H45BrN2P2Sn", "method": "the ωB97M-V functional and the def2-TZVPD basis", "species": ["C", "C", "C", "C", "N", "C", "C", "C", "C", "C", "C", "C", "C", "C", "Sn", "P", "H", "H", "H", "H", "H", "H", "H", "H", "C", "C", "H", "H", "H", "H", "H", "C", "C", "H", "H", "H", "H", "H", "C", "C", "H", "H", "H", "H", "H", "Br", "P", "C", "C", "H", "H", "H", "H", "H", "C", "C", "H", "H", "H", "H", "H", "C", "C", "H", "H", "H", "H", "H", "N", "C", "C", "C", "C", "C", "C", "H", "H", "H", "H", "H", "H", "H"], "xyz": [[-1.459, -3.449, 3.818], [-1.884, -3.215, 2.489], [-3.261, -3.405, 2.206], [-4.146, -3.358, 3.291], [-3.729, -3.299, 4.557], [-2.427, -3.382, 4.826], [-0.947, -2.705, 1.545], [-0.043, -2.208, 0.877], [0.763, -2.104, -0.277], [1.612, -0.958, -0.621], [2.161, -0.870, -1.972], [2.096, -2.024, -2.730], [1.598, -3.230, -2.246], [0.880, -3.255, -1.049], [0.828, 1.184, -1.048], [-0.760, 1.079, 1.025], [-3.653, -3.519, 1.191], [-0.403, -3.556, 4.075], [-5.223, -3.344, 3.101], [-2.100, -3.372, 5.867], [0.403, -4.156, -0.683], [2.299, -0.696, 0.181], [1.734, -4.108, -2.835], [2.526, 0.070, -2.397], [-1.045, 2.895, 1.204], [-2.365, 3.411, 1.755], [-0.858, 3.348, 0.219], [-0.229, 3.248, 1.846], [-2.392, 4.498, 1.609], [-3.236, 3.001, 1.235], [-2.461, 3.251, 2.834], [-2.317, 0.211, 0.679], [-3.437, 0.198, 1.724], [-2.058, -0.827, 0.446], [-2.725, 0.636, -0.243], [-4.341, -0.206, 1.241], [-3.203, -0.460, 2.570], [-3.684, 1.205, 2.083], [-0.340, 0.418, 2.667], [-0.694, 1.275, 3.877], [0.736, 0.197, 2.633], [-0.821, -0.562, 2.726], [-0.293, 0.796, 4.779], [-0.268, 2.283, 3.808], [-1.777, 1.360, 4.040], [2.725, -1.926, -4.554], [-1.190, 0.788, -2.749], [-2.802, 1.596, -2.343], [-3.519, 2.468, -3.365], [-2.580, 2.212, -1.458], [-3.498, 0.807, -2.022], [-4.404, 2.890, -2.871], [-2.890, 3.297, -3.711], [-3.862, 1.869, -4.218], [-0.550, 1.629, -4.256], [-0.882, 1.024, -5.616], [0.543, 1.650, -4.103], [-0.905, 2.665, -4.192], [-0.292, 1.574, -6.366], [-0.599, -0.041, -5.674], [-1.947, 1.155, -5.865], [-1.594, -0.964, -3.096], [-2.816, -1.213, -3.984], [-1.718, -1.452, -2.117], [-0.691, -1.424, -3.527], [-2.885, -2.286, -4.198], [-3.741, -0.904, -3.483], [-2.730, -0.689, -4.942], [3.084, -0.256, 2.282], [4.158, 0.334, 1.678], [4.473, 1.686, 1.960], [5.473, 2.314, 1.216], [6.180, 1.605, 0.221], [5.901, 0.266, -0.021], [4.912, -0.378, 0.712], [2.647, 0.191, 3.078], [2.735, -1.172, 2.008], [3.874, 2.222, 2.704], [5.705, 3.339, 1.436], [6.969, 2.081, -0.341], [6.499, -0.290, -0.754], [4.712, -1.437, 0.536]], "lumo_ha": -0.272, "total_charge": 2, "multiplicity": 1, "e_above_lowest_ev": 1.957}

***

No. 2
{"formula": "C25H35ClOS3Y", "method": "the ωB97M-V functional and the def2-TZVPD basis", "species": ["Y", "C", "C", "S", "C", "C", "S", "C", "C", "S", "H", "H", "H", "H", "H", "H", "H", "H", "H", "H", "H", "H", "Cl", "C", "C", "C", "C", "C", "C", "C", "H", "H", "H", "H", "H", "H", "C", "C", "C", "C", "C", "C", "C", "C", "C", "C", "C", "C", "O", "H", "H", "H", "H", "H", "H", "H", "H", "H", "H", "H", "H", "H", "H", "H", "H", "H"], "xyz": [[0.362, 0.004, -0.750], [3.842, 3.505, -1.842], [3.515, 3.373, -0.365], [2.269, 2.140, 0.123], [3.199, 0.835, 0.942], [4.007, -0.114, 0.064], [3.043, -0.947, -1.235], [3.670, -0.387, -2.836], [3.456, 1.070, -3.223], [4.757, 2.138, -2.561], [4.498, 4.371, -1.956], [2.950, 3.729, -2.430], [3.121, 4.319, 0.010], [4.411, 3.146, 0.214], [2.455, 0.278, 1.519], [3.853, 1.274, 1.699], [4.416, -0.907, 0.690], [4.833, 0.396, -0.426], [3.149, -1.045, -3.537], [4.722, -0.671, -2.888], [2.486, 1.427, -2.874], [3.460, 1.136, -4.312], [-6.661, 0.246, -2.103], [-5.002, 0.751, -1.975], [-4.547, 1.333, -0.804], [-3.219, 1.718, -0.707], [-2.319, 1.527, -1.759], [-0.873, 1.820, -1.595], [-2.820, 0.953, -2.932], [-4.146, 0.569, -3.049], [-5.231, 1.484, 0.021], [-2.878, 2.176, 0.216], [-0.718, 2.658, -0.903], [-0.408, 2.131, -2.543], [-2.159, 0.808, -3.782], [-4.520, 0.131, -3.964], [-0.452, -3.470, -0.804], [-1.794, -2.969, -0.273], [-2.378, -1.933, -1.227], [-1.843, -2.522, 1.180], [-2.829, -3.055, 2.006], [-2.956, -2.645, 3.323], [-2.083, -1.698, 3.833], [-1.076, -1.131, 3.054], [-0.112, -0.152, 3.689], [-0.108, 1.238, 3.051], [1.288, -0.758, 3.804], [-0.994, -1.561, 1.730], [-0.062, -1.013, 0.878], [-0.585, -3.956, -1.772], [0.039, -4.171, -0.130], [0.277, -2.660, -0.961], [-2.468, -3.829, -0.315], [-1.713, -1.074, -1.439], [-3.292, -1.466, -0.858], [-2.575, -2.353, -2.214], [-3.503, -3.801, 1.602], [-3.729, -3.067, 3.951], [-2.177, -1.388, 4.867], [-0.480, -0.007, 4.708], [0.159, 1.220, 1.994], [0.624, 1.885, 3.541], [-1.084, 1.718, 3.129], [1.668, -1.084, 2.833], [1.277, -1.638, 4.448], [1.990, -0.037, 4.230]], "lumo_ha": -0.127, "total_charge": 1, "multiplicity": 1, "e_above_lowest_ev": 0.108}

***

No. 3
{"formula": "C29H36CoF2N3O3", "method": "the ωB97M-V functional and the def2-TZVPD basis", "species": ["Co", "C", "C", "C", "C", "C", "C", "C", "C", "C", "C", "C", "C", "H", "H", "H", "H", "H", "H", "H", "H", "H", "H", "H", "H", "H", "H", "H", "H", "H", "H", "F", "C", "C", "C", "C", "O", "C", "C", "N", "C", "C", "C", "C", "C", "C", "N", "C", "C", "N", "C", "C", "C", "O", "O", "H", "H", "H", "H", "H", "H", "H", "H", "H", "H", "H", "H", "H", "H", "H", "H", "H", "H", "F"], "xyz": [[0.232, 0.468, 0.512], [0.603, 1.397, 3.727], [-0.248, 1.606, 2.501], [0.002, 2.662, 1.592], [1.017, 3.718, 1.902], [-0.661, 2.688, 0.353], [-0.279, 3.691, -0.699], [-1.703, 1.768, 0.088], [-2.454, 1.816, -1.200], [-1.983, 0.735, 1.014], [-2.971, -0.345, 0.674], [-1.281, 0.683, 2.234], [-1.631, -0.372, 3.239], [1.592, 1.830, 3.603], [0.732, 0.335, 3.922], [0.150, 1.842, 4.616], [1.896, 3.614, 1.262], [1.340, 3.692, 2.936], [0.594, 4.704, 1.710], [-0.300, 3.238, -1.687], [0.720, 4.086, -0.538], [-0.973, 4.535, -0.702], [-2.035, 1.068, -1.878], [-2.393, 2.788, -1.677], [-3.505, 1.580, -1.040], [-2.726, -1.274, 1.181], [-2.971, -0.545, -0.394], [-3.984, -0.055, 0.964], [-1.153, -1.322, 2.988], [-2.708, -0.528, 3.255], [-1.330, -0.083, 4.241], [6.086, 3.550, -0.419], [5.879, 2.268, -0.066], [4.598, 1.857, 0.143], [4.328, 0.516, 0.446], [2.965, 0.059, 0.626], [2.029, 0.914, 0.485], [2.785, -1.304, 0.928], [3.887, -2.125, 0.987], [5.144, -1.718, 0.806], [6.233, -2.681, 0.822], [6.168, -3.853, 1.748], [7.142, -2.743, 2.016], [5.402, -0.380, 0.530], [6.715, 0.068, 0.338], [6.985, 1.392, 0.029], [8.307, 1.810, -0.180], [9.216, 0.988, -0.959], [10.528, 0.824, -0.185], [10.731, 2.067, 0.652], [10.236, 3.285, -0.074], [8.706, 3.213, -0.159], [1.469, -1.972, 1.214], [1.441, -3.135, 1.539], [0.389, -1.237, 1.156], [3.787, 2.560, 0.024], [3.730, -3.178, 1.179], [6.659, -2.834, -0.162], [6.539, -4.790, 1.361], [5.330, -3.943, 2.424], [8.194, -2.919, 1.843], [6.907, -2.085, 2.841], [7.529, -0.631, 0.456], [9.404, 1.445, -1.937], [8.786, 0.010, -1.155], [11.392, 0.736, -0.841], [10.512, -0.017, 0.505], [11.715, 2.167, 0.903], [10.205, 1.968, 1.523], [10.720, 3.267, -1.049], [10.570, 4.169, 0.465], [8.397, 3.773, -1.045], [8.266, 3.699, 0.711], [0.030, 0.174, -1.223]], "lumo_ha": [-0.201, -0.201], "total_charge": 2, "multiplicity": 1}

***

No. 4
{"formula": "C5H4ClNOS", "method": "the ωB97M-V functional and the def2-TZVPD basis", "species": ["C", "C", "C", "C", "C", "N", "O", "S", "Cl", "H", "H", "H", "H"], "xyz": [[-1.059, 0.503, 0.698], [-1.727, -0.425, 1.406], [-0.467, -0.264, -0.348], [2.383, 0.420, -0.289], [0.282, 0.285, -1.431], [-0.889, -1.549, -0.271], [-1.679, -1.600, 0.792], [2.599, 1.726, 0.561], [2.942, -1.143, -0.292], [-0.982, 1.609, 0.893], [-2.310, -0.480, 2.227], [0.670, -0.440, -2.188], [0.236, 1.357, -1.759]], "lumo_ha": [-0.027, -0.030], "multiplicity": 1, "e_above_lowest_ev": 4.707}

***

Please write out number 3 again, unchanged.
{"formula": "C29H36CoF2N3O3", "method": "the ωB97M-V functional and the def2-TZVPD basis", "species": ["Co", "C", "C", "C", "C", "C", "C", "C", "C", "C", "C", "C", "C", "H", "H", "H", "H", "H", "H", "H", "H", "H", "H", "H", "H", "H", "H", "H", "H", "H", "H", "F", "C", "C", "C", "C", "O", "C", "C", "N", "C", "C", "C", "C", "C", "C", "N", "C", "C", "N", "C", "C", "C", "O", "O", "H", "H", "H", "H", "H", "H", "H", "H", "H", "H", "H", "H", "H", "H", "H", "H", "H", "H", "F"], "xyz": [[0.232, 0.468, 0.512], [0.603, 1.397, 3.727], [-0.248, 1.606, 2.501], [0.002, 2.662, 1.592], [1.017, 3.718, 1.902], [-0.661, 2.688, 0.353], [-0.279, 3.691, -0.699], [-1.703, 1.768, 0.088], [-2.454, 1.816, -1.200], [-1.983, 0.735, 1.014], [-2.971, -0.345, 0.674], [-1.281, 0.683, 2.234], [-1.631, -0.372, 3.239], [1.592, 1.830, 3.603], [0.732, 0.335, 3.922], [0.150, 1.842, 4.616], [1.896, 3.614, 1.262], [1.340, 3.692, 2.936], [0.594, 4.704, 1.710], [-0.300, 3.238, -1.687], [0.720, 4.086, -0.538], [-0.973, 4.535, -0.702], [-2.035, 1.068, -1.878], [-2.393, 2.788, -1.677], [-3.505, 1.580, -1.040], [-2.726, -1.274, 1.181], [-2.971, -0.545, -0.394], [-3.984, -0.055, 0.964], [-1.153, -1.322, 2.988], [-2.708, -0.528, 3.255], [-1.330, -0.083, 4.241], [6.086, 3.550, -0.419], [5.879, 2.268, -0.066], [4.598, 1.857, 0.143], [4.328, 0.516, 0.446], [2.965, 0.059, 0.626], [2.029, 0.914, 0.485], [2.785, -1.304, 0.928], [3.887, -2.125, 0.987], [5.144, -1.718, 0.806], [6.233, -2.681, 0.822], [6.168, -3.853, 1.748], [7.142, -2.743, 2.016], [5.402, -0.380, 0.530], [6.715, 0.068, 0.338], [6.985, 1.392, 0.029], [8.307, 1.810, -0.180], [9.216, 0.988, -0.959], [10.528, 0.824, -0.185], [10.731, 2.067, 0.652], [10.236, 3.285, -0.074], [8.706, 3.213, -0.159], [1.469, -1.972, 1.214], [1.441, -3.135, 1.539], [0.389, -1.237, 1.156], [3.787, 2.560, 0.024], [3.730, -3.178, 1.179], [6.659, -2.834, -0.162], [6.539, -4.790, 1.361], [5.330, -3.943, 2.424], [8.194, -2.919, 1.843], [6.907, -2.085, 2.841], [7.529, -0.631, 0.456], [9.404, 1.445, -1.937], [8.786, 0.010, -1.155], [11.392, 0.736, -0.841], [10.512, -0.017, 0.505], [11.715, 2.167, 0.903], [10.205, 1.968, 1.523], [10.720, 3.267, -1.049], [10.570, 4.169, 0.465], [8.397, 3.773, -1.045], [8.266, 3.699, 0.711], [0.030, 0.174, -1.223]], "lumo_ha": [-0.201, -0.201], "total_charge": 2, "multiplicity": 1}